1.
Entry from OMol25: 8 unconnected molecules or ions with the total composition C38H59F3O25Si (the ωB97M-V functional and the def2-TZVPD basis).

Summary:
2S+1: 1
SMILES: C[Si](C)(C)[C@H]1OC(=O)O[C@H]1CCOCC(F)(F)F.C[C@@H]1COC(=O)O1.C[C@@H]1COC(=O)O1.C[C@@H]1COC(=O)O1.C[C@@H]1COC(=O)O1.C[C@@H]1COC(=O)O1.C[C@@H]1COC(=O)O1.C[C@@H]1COC(=O)O1
Kohn-Sham gap: 10.2980 eV
electronic energy: -3953.6044 Eh

CARTESIAN COORDINATES (ANGSTROEM)
C1 4.176 -2.237 2.544
Si1 2.510 -1.820 1.803
C2 1.274 -3.034 2.567
C3 2.530 -1.972 -0.071
C4 1.987 -0.098 2.393
O1 2.922 0.945 2.133
C5 2.268 2.107 2.409
O2 2.804 3.152 2.794
O3 0.980 1.952 2.115
C6 0.621 0.519 2.061
C7 0.059 0.353 0.680
C8 -0.709 -0.911 0.379
O4 -2.080 -0.846 0.751
C9 -2.346 -1.130 2.085
C10 -3.824 -1.423 2.206
F1 -4.120 -2.701 1.843
F2 -4.609 -0.608 1.481
F3 -4.211 -1.317 3.511
H1 5.003 -1.846 1.977
H2 4.223 -1.882 3.560
H3 4.279 -3.309 2.592
H4 0.384 -2.496 2.855
H5 1.678 -3.513 3.443
H6 1.000 -3.801 1.863
H7 3.476 -2.367 -0.390
H8 1.783 -2.671 -0.408
H9 2.371 -1.009 -0.522
H10 1.973 -0.228 3.478
H11 -0.060 0.414 2.884
H12 -0.632 1.164 0.528
H13 0.831 0.492 -0.050
H14 -0.260 -1.802 0.802
H15 -0.715 -1.037 -0.687
H16 -2.153 -0.268 2.713
H17 -1.828 -2.011 2.437
C11 -5.070 -5.416 1.169
C12 -4.996 -6.870 0.726
C13 -4.984 -7.897 1.836
O5 -4.258 -8.984 1.244
C14 -3.431 -8.466 0.309
O6 -2.558 -9.066 -0.222
O7 -3.735 -7.169 0.077
H18 -4.195 -4.871 0.837
H19 -5.946 -4.931 0.743
H20 -5.145 -5.326 2.253
H21 -5.785 -7.095 0.007
H22 -5.976 -8.228 2.132
H23 -4.437 -7.552 2.716
C15 -6.233 1.146 5.452
C16 -5.750 0.787 6.849
C17 -6.328 -0.480 7.440
O8 -6.280 -0.212 8.848
C18 -6.341 1.132 9.017
O9 -6.513 1.675 10.053
O10 -6.180 1.759 7.827
H24 -6.746 2.105 5.457
H25 -5.396 1.218 4.760
H26 -6.912 0.393 5.054
H27 -4.659 0.760 6.884
H28 -5.751 -1.370 7.207
H29 -7.370 -0.633 7.151
C19 -0.217 -8.236 -2.094
C20 1.169 -7.810 -2.553
C21 2.326 -8.543 -1.912
O11 3.378 -7.568 -1.962
C22 2.804 -6.343 -1.964
O12 3.389 -5.324 -1.807
O13 1.471 -6.448 -2.161
H30 -0.744 -7.411 -1.623
H31 -0.818 -8.574 -2.936
H32 -0.176 -9.058 -1.382
H33 1.248 -7.851 -3.641
H34 2.622 -9.441 -2.448
H35 2.130 -8.790 -0.866
C23 4.457 0.113 -3.029
C24 3.038 0.403 -3.489
C25 2.842 1.713 -4.219
O14 1.472 2.037 -3.916
C26 1.167 1.460 -2.739
O15 0.191 1.686 -2.100
O16 2.134 0.594 -2.368
H36 4.499 0.031 -1.945
H37 4.819 -0.823 -3.449
H38 5.148 0.886 -3.343
H39 2.642 -0.427 -4.077
H40 2.979 1.638 -5.294
H41 3.480 2.508 -3.827
C27 0.256 7.238 -2.691
C28 0.271 6.526 -4.035
C29 0.476 5.033 -3.983
O17 1.118 4.773 -5.251
C30 1.772 5.892 -5.620
O18 2.559 5.957 -6.507
O19 1.413 6.931 -4.832
H42 1.068 7.961 -2.634
H43 -0.682 7.772 -2.546
H44 0.357 6.534 -1.866
H45 -0.625 6.769 -4.609
H46 -0.442 4.473 -3.899
H47 1.158 4.730 -3.186
C31 -4.705 8.346 -0.951
C32 -4.586 6.873 -1.317
C33 -4.438 5.914 -0.156
O20 -3.699 4.833 -0.743
C34 -2.974 5.337 -1.764
O21 -2.112 4.756 -2.334
O22 -3.364 6.602 -2.041
H48 -3.878 8.911 -1.373
H49 -5.630 8.770 -1.337
H50 -4.707 8.494 0.129
H51 -5.413 6.569 -1.961
H52 -5.386 5.552 0.232
H53 -3.847 6.337 0.659
C35 7.707 4.234 -1.230
C36 8.349 3.010 -1.866
C37 9.273 3.279 -3.034
O23 9.160 2.070 -3.801
C38 7.946 1.533 -3.548
O24 7.457 0.643 -4.158
O25 7.364 2.161 -2.500
H54 6.625 4.185 -1.318
H55 7.952 4.297 -0.172
H56 8.050 5.157 -1.697
H57 8.854 2.403 -1.112
H58 10.307 3.441 -2.742
H59 8.932 4.114 -3.649

These are the Mulliken partial charges, in e, on atoms 1 to 8:
1 C -1.290
2 Si 0.070
3 C -1.200
4 C -0.369
5 C 0.057
6 O -0.429
7 C 0.559
8 O -0.637

***

2.
Entry from OMol25: 7 unconnected molecules or ions with the total composition C38H59FO15 (the ωB97M-V functional and the def2-TZVPD basis).

Summary:
2S+1: 1
SMILES: C[C@@H](F)c1cccc2c1C(=O)C=C(CC=O)C2=O.CCOC(C)=O.CCOC(C)=O.CCOC(C)=O.CCOC(C)=O.CCOC(C)=O.CCOC(C)=O
Kohn-Sham gap: 8.3641 eV
ΔE to the lowest compared entry with this formula, charge and spin: 195.4 kJ/mol
electronic energy: -2711.7472 Eh

CARTESIAN COORDINATES (ANGSTROEM)
C1 -5.479 0.439 -0.580
C2 -4.668 -0.906 -0.311
F1 -4.151 -1.473 -1.487
C3 -3.543 -0.519 0.722
C4 -3.520 -1.216 2.020
C5 -2.537 -0.912 3.054
C6 -1.557 0.136 2.783
C7 -1.513 0.844 1.513
C8 -2.519 0.495 0.476
C9 -2.417 1.260 -0.862
O1 -2.743 0.839 -1.947
C10 -1.798 2.696 -0.829
C11 -0.877 2.992 0.132
C12 -0.265 4.456 0.067
C13 -1.500 5.420 0.208
O2 -2.029 5.929 -0.751
C14 -0.464 1.955 1.203
O3 0.585 1.999 1.805
H1 -6.541 0.160 -0.819
H2 -5.434 1.118 0.315
H3 -5.096 1.002 -1.458
H4 -5.398 -1.613 0.173
H5 -4.280 -2.024 2.230
H6 -2.566 -1.480 4.006
H7 -0.825 0.389 3.590
H8 -2.108 3.454 -1.588
H9 0.192 4.549 -0.956
H10 0.487 4.589 0.886
H11 -1.866 5.610 1.259
C15 -0.695 -2.176 -3.312
C16 -0.416 -1.947 -1.842
O4 0.524 -2.908 -1.336
C17 1.855 -2.773 -1.426
C18 2.429 -1.719 -2.332
O5 2.577 -3.543 -0.836
H12 0.205 -2.051 -3.916
H13 -1.452 -1.477 -3.671
H14 -1.048 -3.196 -3.477
H15 -0.086 -0.928 -1.629
H16 -1.337 -2.098 -1.275
H17 2.650 -2.166 -3.302
H18 3.353 -1.350 -1.889
H19 1.783 -0.853 -2.467
C19 -6.200 5.343 1.489
C20 -4.961 4.697 0.906
O6 -5.304 3.689 -0.054
C21 -5.563 3.942 -1.352
C22 -5.784 5.364 -1.793
O7 -5.683 3.027 -2.126
H20 -6.785 5.856 0.723
H21 -5.929 6.068 2.259
H22 -6.851 4.587 1.931
H23 -4.269 5.425 0.477
H24 -4.415 4.184 1.700
H25 -6.854 5.577 -1.786
H26 -5.402 5.473 -2.807
H27 -5.261 6.102 -1.187
C23 7.050 -7.060 -2.511
C24 7.098 -5.618 -2.043
O8 6.450 -4.748 -2.988
C25 5.129 -4.512 -3.007
C26 4.212 -5.390 -2.201
O9 4.686 -3.646 -3.726
H28 6.024 -7.425 -2.592
H29 7.592 -7.706 -1.818
H30 7.497 -7.152 -3.503
H31 6.685 -5.487 -1.043
H32 8.125 -5.296 -1.994
H33 3.835 -6.193 -2.838
H34 3.373 -4.778 -1.849
H35 4.675 -5.815 -1.313
C27 5.619 4.151 0.562
C28 4.122 4.353 0.671
O10 3.807 5.706 1.028
C29 3.697 6.714 0.142
C30 4.193 6.512 -1.267
O11 3.273 7.781 0.500
H36 6.053 4.770 -0.225
H37 5.850 3.106 0.345
H38 6.109 4.435 1.494
H39 3.589 4.055 -0.235
H40 3.733 3.729 1.477
H41 5.218 6.878 -1.339
H42 3.558 7.086 -1.940
H43 4.151 5.479 -1.607
C31 8.241 -2.241 3.267
C32 9.485 -2.872 2.675
O12 9.147 -3.857 1.689
C33 8.895 -3.575 0.400
C34 8.674 -2.144 -0.012
O13 8.778 -4.472 -0.397
H44 7.660 -1.711 2.510
H45 8.507 -1.535 4.055
H46 7.588 -3.009 3.686
H47 10.178 -2.134 2.268
H48 10.025 -3.404 3.459
H49 7.603 -1.933 -0.005
H50 9.059 -2.013 -1.023
H51 9.192 -1.419 0.612
C35 -10.193 -1.719 2.826
C36 -9.345 -1.663 1.571
O14 -7.959 -1.877 1.872
C37 -7.392 -3.089 1.984
C38 -8.269 -4.308 2.081
O15 -6.193 -3.180 2.078
H52 -10.146 -2.701 3.299
H53 -11.236 -1.498 2.594
H54 -9.834 -0.996 3.560
H55 -9.689 -2.354 0.800
H56 -9.408 -0.663 1.140
H57 -8.428 -4.550 3.133
H58 -7.759 -5.139 1.594
H59 -9.230 -4.202 1.582

These are the Mulliken partial charges, in e, on atoms 1 to 8:
1 C -1.280
2 C 1.014
3 F -0.354
4 C 0.134
5 C -0.772
6 C -0.853
7 C -0.568
8 C 0.199

***

3.
Entry from OMol25: a molecular structure, C38H59GeN7Y (the ωB97M-V functional and the def2-TZVPD basis).

Summary:
2S+1: 1
Kohn-Sham gap (alpha / beta): 6.2619 / 5.6173 eV
total charge: +3
ΔE to the lowest compared entry with this formula, charge and spin: 2.1 kJ/mol
electronic energy: -3981.1187 Eh

CARTESIAN COORDINATES (ANGSTROEM)
Y1 0.173 -0.483 -0.089
C1 0.998 1.508 1.759
C2 -0.315 1.081 2.018
C3 -0.170 -0.123 2.930
C4 1.169 -0.240 3.228
C5 1.918 0.779 2.585
C6 3.300 1.227 2.940
C7 3.923 2.101 1.850
C8 4.209 0.053 3.315
C9 3.105 2.098 4.211
C10 -1.223 -1.112 3.387
C11 -2.133 -0.501 4.466
C12 -0.554 -2.338 4.026
C13 -1.998 -1.615 2.158
C14 -1.463 2.091 1.846
C15 -2.876 1.548 1.614
C16 -1.449 2.932 3.143
C17 -1.145 3.007 0.658
H1 1.272 2.398 1.213
H2 1.584 -0.987 3.887
H3 3.970 1.598 0.885
H4 4.938 2.372 2.135
H5 3.369 3.031 1.721
H6 4.349 -0.652 2.493
H7 3.826 -0.488 4.180
H8 5.193 0.431 3.588
H9 2.472 2.962 4.008
H10 4.080 2.463 4.536
H11 2.667 1.523 5.026
H12 -1.529 -0.176 5.314
H13 -2.826 -1.262 4.824
H14 -2.716 0.348 4.131
H15 -0.030 -2.079 4.945
H16 0.150 -2.825 3.345
H17 -1.317 -3.070 4.286
H18 -2.432 -0.814 1.557
H19 -2.831 -2.257 2.453
H20 -1.346 -2.251 1.544
H21 -3.254 0.939 2.426
H22 -2.967 0.980 0.683
H23 -3.548 2.401 1.522
H24 -1.635 2.319 4.023
H25 -2.232 3.690 3.095
H26 -0.492 3.436 3.274
H27 -0.948 2.419 -0.252
H28 -0.292 3.662 0.829
H29 -2.003 3.645 0.446
C18 -0.044 -5.874 -2.271
N1 -0.569 -4.508 -2.170
C19 -1.720 -4.145 -2.997
C20 -0.065 -3.613 -1.318
N2 -0.594 -2.431 -1.084
N3 1.096 -3.998 -0.670
C21 1.635 -3.449 0.470
N4 2.521 -4.231 1.103
N5 1.313 -2.251 0.863
H30 -0.728 -6.464 -2.870
H31 0.014 -6.344 -1.288
H32 0.929 -5.895 -2.769
H33 -1.866 -4.911 -3.750
H34 -1.537 -3.201 -3.513
H35 -2.634 -4.077 -2.400
H36 -1.477 -2.369 -1.578
H37 1.526 -4.847 -1.001
H38 2.606 -5.216 0.910
H39 3.037 -3.878 1.892
H40 1.702 -2.044 1.779
C22 3.015 1.776 -4.553
C23 2.936 1.022 -3.279
C24 3.894 0.300 -2.587
C25 3.275 -0.179 -1.442
N6 1.982 0.229 -1.395
N7 1.813 0.941 -2.556
C26 3.939 -0.999 -0.396
H41 4.036 2.104 -4.727
H42 2.363 2.649 -4.531
H43 2.717 1.142 -5.389
H44 4.919 0.156 -2.877
H45 0.958 1.455 -2.737
H46 4.927 -0.590 -0.186
H47 4.083 -2.028 -0.731
H48 3.375 -1.000 0.534
Ge1 -1.683 0.454 -2.505
C27 -3.442 0.570 -1.724
C28 -4.116 1.793 -1.671
C29 -5.377 1.872 -1.106
C30 -5.970 0.738 -0.566
C31 -5.310 -0.485 -0.607
C32 -4.054 -0.566 -1.180
C33 -1.065 1.930 -3.611
C34 -0.670 1.609 -4.916
C35 -0.328 2.603 -5.817
C36 -0.344 3.933 -5.418
C37 -0.708 4.266 -4.119
C38 -1.069 3.273 -3.222
H49 -1.425 -0.884 -3.214
H50 -3.670 2.683 -2.099
H51 -5.907 2.814 -1.093
H52 -6.954 0.804 -0.123
H53 -5.787 -1.369 -0.205
H54 -3.563 -1.535 -1.225
H55 -0.651 0.575 -5.243
H56 -0.055 2.344 -6.831
H57 -0.076 4.711 -6.121
H58 -0.723 5.302 -3.811
H59 -1.370 3.562 -2.222

These are the Mulliken partial charges, in e, on atoms 1 to 8:
1 Y -0.341
2 C -0.309
3 C -0.448
4 C 0.907
5 C -1.296
6 C 0.206
7 C 1.848
8 C -1.639

***

4.
Entry from OMol25: a molecular structure, C38H60AsF4N5NaS3Si3 (the ωB97M-V functional and the def2-TZVPD basis).

Summary:
2S+1: 1
Kohn-Sham gap: 5.4426 eV
total charge: -1
ΔE to the lowest compared entry with this formula, charge and spin: 0.0 kJ/mol
electronic energy: -6618.4413 Eh

CARTESIAN COORDINATES (ANGSTROEM)
Na1 0.132 -0.656 -0.346
C1 -1.413 -0.931 -3.309
C2 -0.229 -0.148 -3.869
N1 0.548 0.559 -2.840
C3 0.257 2.002 -2.835
C4 -1.182 2.346 -2.498
C5 1.993 0.363 -2.981
C6 2.815 0.669 -1.724
N2 2.232 0.006 -0.581
C7 2.695 0.288 0.654
C8 1.905 -0.025 1.795
F1 0.640 -0.515 1.598
C9 2.287 0.203 3.090
F2 1.423 -0.105 4.078
C10 3.506 0.772 3.405
C11 4.310 1.083 2.327
F3 5.529 1.619 2.549
C12 3.942 0.847 1.021
F4 4.847 1.150 0.053
H1 -1.925 -1.483 -4.104
H2 -2.135 -0.263 -2.834
H3 -1.091 -1.660 -2.555
H4 -0.592 0.567 -4.619
H5 0.428 -0.838 -4.406
H6 0.513 2.424 -3.823
H7 0.900 2.473 -2.091
H8 -1.885 1.983 -3.254
H9 -1.283 3.432 -2.431
H10 -1.458 1.940 -1.525
H11 2.392 0.977 -3.808
H12 2.155 -0.683 -3.268
H13 2.886 1.756 -1.582
H14 3.840 0.336 -1.963
H15 3.806 0.972 4.424
C13 -6.583 0.473 0.144
Si1 -4.959 0.262 -0.749
C14 -4.845 1.643 -2.003
C15 -5.091 -1.334 -1.715
As1 -2.965 0.215 0.495
Si2 -3.418 -1.570 1.977
C16 -2.204 -1.511 3.388
C17 -3.152 -3.130 0.988
C18 -5.133 -1.700 2.715
Si3 -3.197 2.157 1.855
C19 -3.016 3.668 0.796
C20 -1.864 2.097 3.144
C21 -4.852 2.288 2.719
H16 -7.374 0.448 -0.614
H17 -6.646 1.426 0.675
H18 -6.773 -0.323 0.868
H19 -5.846 1.869 -2.387
H20 -4.209 1.351 -2.845
H21 -4.427 2.561 -1.583
H22 -5.943 -1.278 -2.404
H23 -5.246 -2.191 -1.056
H24 -4.183 -1.522 -2.297
H25 -1.213 -1.161 3.081
H26 -2.100 -2.521 3.803
H27 -2.563 -0.851 4.183
H28 -2.267 -3.052 0.348
H29 -4.015 -3.346 0.354
H30 -2.999 -3.985 1.657
H31 -5.524 -0.747 3.077
H32 -5.085 -2.391 3.565
H33 -5.843 -2.106 1.989
H34 -1.980 3.762 0.456
H35 -3.275 4.555 1.387
H36 -3.665 3.646 -0.083
H37 -0.881 2.025 2.666
H38 -1.985 1.252 3.829
H39 -1.886 3.023 3.730
H40 -5.623 2.669 2.045
H41 -4.748 2.997 3.548
H42 -5.198 1.337 3.129
S1 1.587 8.215 2.753
C22 1.137 6.893 1.826
S2 1.657 5.293 2.199
C23 0.730 4.598 0.872
N3 0.100 5.523 0.205
N4 0.342 6.799 0.736
C24 -0.336 7.858 0.055
C25 -1.486 7.550 -0.677
C26 -2.167 8.548 -1.354
C27 -1.718 9.863 -1.323
C28 -0.572 10.160 -0.603
C29 0.122 9.170 0.085
S3 0.698 2.918 0.599
H43 -1.826 6.526 -0.707
H44 -3.059 8.291 -1.914
H45 -2.254 10.643 -1.851
H46 -0.198 11.176 -0.569
H47 1.012 9.417 0.642
C30 3.473 -3.010 -0.674
N5 3.071 -3.352 -2.082
C31 3.690 -4.634 -2.502
C32 1.542 -3.338 -2.290
C33 0.826 -4.058 -1.193
C34 0.726 -5.457 -1.232
C35 0.233 -6.138 -0.130
C36 -0.139 -5.398 0.993
C37 -0.080 -4.009 0.972
C38 0.376 -3.250 -0.128
H48 4.563 -2.973 -0.646
H49 3.084 -3.782 -0.014
H50 3.022 -2.045 -0.419
H51 3.424 -2.610 -2.682
H52 3.258 -5.425 -1.897
H53 4.764 -4.577 -2.335
H54 3.477 -4.810 -3.555
H55 1.395 -3.735 -3.298
H56 1.276 -2.285 -2.246
H57 1.017 -6.014 -2.121
H58 0.136 -7.217 -0.143
H59 -0.503 -5.917 1.875
H60 -0.426 -3.482 1.865

These are the Mulliken partial charges, in e, on atoms 1 to 8:
1 Na 0.979
2 C -0.105
3 C -1.249
4 N 1.179
5 C -0.998
6 C -0.722
7 C -1.319
8 C -1.350

***

> Which value of 2S+1 does entry 1 give?

1